Molecular formula: C49H53N5NiO2S2
Method: DFT, ωB97M-V with the def2-TZVPD basis set

Its charge is -2. The expectation value of S² is 2.008. Its lowest unoccupied orbital energy (spin up / spin down) is 3.954 / 3.953 eV. As for the multiplicity: 3.

Element x y z (Å)
Ni 0.7352 0.2900 0.0485
C -0.7314 -2.4329 2.6426
C 0.1311 -2.1288 3.8604
C 1.5650 -2.6085 3.6374
C 0.0093 -0.6644 4.2492
C -0.8100 -0.4222 5.3501
C -0.9688 0.8375 5.8914
C -0.2254 1.8726 5.3563
C 0.5986 1.6874 4.2535
C 1.4911 2.8482 3.8532
C 0.7983 4.2083 3.9666
C 2.7388 2.8576 4.7527
C 0.6598 0.4185 3.6092
N 1.3351 0.2801 2.3764
C 2.6589 0.1686 2.3929
O 3.3917 -0.0120 3.3864
C 3.3376 0.2944 1.0447
C 4.7208 0.2322 0.9685
C 5.3429 0.4427 -0.2514
C 4.5558 0.7191 -1.3588
C 3.1772 0.7392 -1.2189
N 2.5933 0.5275 -0.0389
C 2.2969 0.9683 -2.4294
O 2.8206 1.4722 -3.4443
N 1.0455 0.5521 -2.2753
C 0.1944 0.6191 -3.4033
C 0.0348 -0.4837 -4.2773
C -0.8608 -0.3880 -5.3403
C -1.6016 0.7520 -5.5859
C -1.4013 1.8511 -4.7733
C -0.5048 1.8126 -3.7131
C -0.2123 3.1005 -2.9805
C 0.7864 3.9336 -3.7961
C -1.4627 3.9325 -2.6891
C 0.7486 -1.8209 -4.1549
C 2.2730 -1.7361 -4.0097
C 0.1327 -2.6466 -3.0281
H -0.7540 -3.5077 2.4380
H -0.3014 -1.9245 1.7857
H -1.7571 -2.0779 2.7791
H -0.2691 -2.6957 4.7092
H 1.9853 -2.1677 2.7405
H 1.5757 -3.6946 3.5134
H 2.2050 -2.3372 4.4786
H -1.3235 -1.2654 5.8024
H -1.6275 1.0002 6.7374
H -0.2777 2.8512 5.8195
H 1.7981 2.7047 2.8186
H 0.6905 4.5079 5.0130
H -0.1851 4.1915 3.5013
H 1.3993 4.9705 3.4652
H 2.4369 2.9674 5.7994
H 3.3964 3.6936 4.4908
H 3.2872 1.9251 4.6423
H 5.2616 0.0188 1.8797
H 6.4218 0.3975 -0.3366
H 4.9670 0.9087 -2.3408
H -0.9819 -1.2458 -5.9951
H -2.3097 0.7900 -6.4065
H -1.9350 2.7727 -4.9798
H 0.2597 2.8429 -2.0386
H 0.3623 4.1821 -4.7748
H 1.7092 3.3726 -3.9450
H 1.0205 4.8663 -3.2726
H -1.8601 4.3890 -3.6013
H -1.2094 4.7366 -1.9978
H -2.2464 3.3236 -2.2333
H 0.5494 -2.3484 -5.0943
H 2.5605 -1.6086 -2.9668
H 2.6760 -0.8968 -4.5760
H 2.7287 -2.6616 -4.3736
H 0.2168 -2.0980 -2.0946
H 0.6471 -3.6047 -2.9137
H -0.9265 -2.8324 -3.2310
C -1.5159 -4.8189 -0.9905
C -2.9929 -4.4286 -0.9010
C -3.6752 -4.7749 -2.2330
C -3.6313 -5.2358 0.2412
C -3.1836 -2.9383 -0.6124
C -4.4800 -2.4326 -0.4131
C -4.6870 -1.1024 -0.0900
C -3.5833 -0.2793 0.0516
S -3.5304 1.3924 0.5328
C -1.7789 1.3474 0.4277
N -1.2904 0.1787 0.0678
C -2.2783 -0.7445 -0.1562
C -2.1030 -2.0842 -0.5161
C -0.9227 2.4781 0.6129
C -1.3892 3.7595 0.9414
C -0.5144 4.8228 0.9212
C 0.8239 4.6096 0.6036
C 1.2956 3.3237 0.3478
C 0.4445 2.2217 0.3396
H -1.4295 -5.8867 -1.2044
H -0.9906 -4.6132 -0.0562
H -1.0047 -4.2746 -1.7849
H -3.5822 -5.8417 -2.4550
H -3.2103 -4.2106 -3.0439
H -4.7361 -4.5190 -2.2090
H -3.4459 -6.3056 0.1138
H -4.7108 -5.0807 0.2884
H -3.2069 -4.9199 1.1964
H -5.3443 -3.0788 -0.5016
H -5.6894 -0.7170 0.0533
H -1.0917 -2.4288 -0.6750
H -2.4410 3.9062 1.1783
H -0.8631 5.8232 1.1534
H 1.5100 5.4510 0.5679
H 2.3549 3.2156 0.1272
S 2.5383 -4.0206 0.0386
C 1.6981 -2.6439 -0.0109
N 1.0529 -1.6686 -0.0649

Here are the Löwdin charges for atoms 1 to 2, given in e:
1. Ni 0.50
2. C -0.07